{"formula": "C3H5Br2N2", "method": "wB97M-V/def2-TZVPD", "orbital_gap_ev": 10.1, "smiles": "Br[C@@H]1NC=[NH+][C@H]1Br", "charge": 1, "homo_energy_ev": -14.73, "spin_multiplicity": 1, "species": ["Br", "C", "N", "C", "N", "C", "Br", "H", "H", "H", "H", "H"], "coordinates": [[2.317, -1.450, 0.047], [0.514, -0.726, -0.562], [0.710, 0.640, -0.865], [0.014, 1.354, -0.015], [-0.603, 0.624, 0.826], [-0.527, -0.801, 0.543], [-2.260, -1.452, -0.061], [0.157, -1.269, -1.369], [1.491, 1.100, -1.342], [-0.009, 2.391, -0.165], [-1.407, 0.840, 1.426], [-0.398, -1.251, 1.536]], "atomic_forces_ev_per_a": [[-1.2880, 0.2347, -0.4123], [2.6712, -2.0525, 1.3913], [-0.0206, 1.3469, -0.0441], [0.6747, 0.2008, -1.3325], [-3.0562, -0.5423, 2.2959], [-0.2421, 1.0968, 0.6863], [0.2615, 0.0864, -0.1263], [0.0467, -1.1787, -1.6945], [-0.3541, -0.8861, -0.2052], [-0.2016, 1.4552, 0.5988], [0.7707, 0.8474, -0.3105], [0.7379, -0.6085, -0.8470]]}

{"formula": "C23H16BrInN4O6Se2", "method": "wB97M-V/def2-TZVPD", "orbital_gap_ev": 6.9, "charge": 2, "homo_energy_ev": -13.53, "spin_multiplicity": 1, "species": ["In", "O", "C", "O", "C", "C", "C", "C", "C", "N", "C", "O", "O", "H", "H", "H", "H", "H", "Se", "Se", "C", "C", "C", "C", "C", "N", "C", "C", "C", "C", "C", "N", "H", "H", "H", "H", "H", "H", "H", "H", "Br", "C", "C", "N", "C", "C", "C", "C", "O", "O", "H", "H", "H"], "coordinates": [[-0.466, -0.105, 0.072], [-0.218, 2.266, 3.987], [-0.102, 1.354, 3.061], [-1.022, 0.730, 2.573], [1.308, 1.115, 2.611], [2.426, 1.634, 3.261], [3.679, 1.315, 2.757], [3.780, 0.525, 1.617], [2.606, 0.080, 1.013], [1.416, 0.359, 1.528], [2.556, -0.750, -0.242], [3.622, -0.842, -0.987], [1.538, -1.334, -0.550], [-1.142, 2.447, 4.242], [2.307, 2.264, 4.129], [4.570, 1.693, 3.235], [4.754, 0.255, 1.235], [4.384, -0.296, -0.735], [-3.546, -2.193, -0.853], [-3.117, -0.755, 0.879], [-1.966, -1.910, 1.916], [-2.385, -2.633, 3.019], [-1.430, -3.348, 3.731], [-0.114, -3.340, 3.291], [0.200, -2.620, 2.150], [-0.707, -1.913, 1.500], [-2.191, -1.804, -2.198], [-2.399, -2.426, -3.430], [-1.540, -2.141, -4.476], [-0.495, -1.249, -4.261], [-0.343, -0.698, -3.004], [-1.173, -0.984, -1.998], [-3.421, -2.618, 3.322], [-1.709, -3.895, 4.618], [0.659, -3.874, 3.818], [1.202, -2.593, 1.744], [-3.224, -3.116, -3.548], [-1.690, -2.596, -5.444], [0.189, -0.993, -5.055], [0.457, -0.003, -2.780], [-0.495, 7.486, -1.998], [0.395, 6.084, -1.100], [1.565, 6.324, -0.378], [2.204, 5.362, 0.250], [1.761, 4.125, 0.191], [0.604, 3.785, -0.507], [-0.107, 4.788, -1.152], [0.154, 2.365, -0.488], [0.922, 1.477, -0.913], [-0.940, 2.094, 0.044], [1.989, 7.314, -0.300], [2.342, 3.385, 0.725], [-1.011, 4.573, -1.699]], "atomic_forces_ev_per_a": [[0.2759, -0.1063, -0.1369], [0.1995, 0.3742, 0.3946], [-0.5072, -0.3144, -0.3277], [0.0848, 0.1658, -0.0442], [0.4535, 0.1895, 0.2078], [-0.1034, -0.1400, -0.1765], [-0.1197, 0.0269, -0.0547], [-0.3241, -0.0777, -0.0299], [0.4667, 0.2435, 0.3373], [-0.4613, -0.1150, -0.3014], [0.3050, 0.3815, 0.3169], [0.2100, -0.2308, -0.3368], [-0.4877, 0.0599, -0.0943], [0.1323, -0.2328, -0.1898], [0.0025, 0.0274, 0.0469], [0.0693, -0.0004, 0.0565], [0.0525, 0.0247, -0.0130], [-0.2662, -0.0270, 0.1145], [-0.0045, -0.3377, -0.5531], [0.1901, 0.1621, 0.2002], [-0.5001, -0.2557, 0.3485], [-0.1228, 0.1970, -0.1683], [0.1405, 0.0959, -0.1647], [-0.1183, 0.0240, -0.0909], [0.4480, -0.3003, 0.2468], [-0.0124, 0.6778, -0.7238], [-0.2848, -0.1982, -0.1067], [-0.0851, 0.0800, 0.3827], [0.0764, 0.1152, 0.2351], [-0.0643, 0.0115, 0.1028], [0.3348, 0.0221, -0.6387], [0.1462, 0.4121, 1.2749], [-0.0314, -0.0069, 0.0321], [-0.0455, -0.0778, 0.0759], [0.0630, -0.1061, 0.0321], [0.0312, -0.0305, 0.0536], [-0.0458, 0.0391, -0.0753], [0.0029, -0.0482, -0.0353], [0.0524, 0.0546, 0.0042], [0.0185, -0.0398, -0.0524], [0.1524, -0.1837, 0.1588], [-0.0928, -0.1947, -0.0428], [-0.5100, 0.2329, -0.3420], [0.7289, 0.0218, 0.5207], [-0.4379, -0.1664, -0.3948], [0.1615, 0.0526, 0.0451], [0.1581, 0.3186, 0.0382], [0.7411, 1.8906, -0.2371], [0.1629, -1.3469, -0.2883], [-1.1091, -1.2773, 0.4983], [-0.0503, 0.1390, -0.0820], [0.0315, -0.2035, 0.0030], [-0.1078, -0.0223, -0.0263]]}

{"formula": "C4H12N3", "method": "wB97M-V/def2-TZVPD", "orbital_gap_ev": 8.0, "charge": 1, "homo_energy_ev": -11.71, "spin_multiplicity": 1, "species": ["C", "C", "C", "N", "H", "H", "H", "H", "H", "H", "H", "N", "C", "N", "H", "H", "H", "H", "H"], "coordinates": [[2.207, 0.211, 1.317], [0.846, 0.831, 1.432], [-0.268, 0.108, 1.094], [0.777, 2.175, 1.783], [2.587, 0.290, 2.351], [2.946, 0.758, 0.689], [2.188, -0.856, 1.071], [-1.222, 0.581, 1.332], [-0.233, -0.982, 0.946], [1.650, 2.725, 1.641], [-0.077, 2.668, 1.556], [-1.097, -1.440, -2.979], [-1.102, -0.830, -1.797], [-2.109, -0.665, -0.947], [-1.835, -1.968, -3.312], [-0.322, -1.347, -3.581], [-0.147, -0.495, -1.466], [-1.784, -0.661, 0.041], [-3.005, -1.105, -1.169]], "atomic_forces_ev_per_a": [[0.6536, 0.4661, 1.1877], [-0.8578, -0.0438, -1.7547], [0.5342, 0.5147, 1.0569], [1.3517, -0.3773, -0.3966], [0.3140, -0.2200, -0.3128], [-0.7565, -0.2796, 0.2152], [-0.1432, 0.3736, -0.1117], [0.0075, -0.2148, -0.1006], [0.2983, 0.5953, 0.3373], [-1.2593, -0.6852, 0.2593], [0.2321, -0.0980, 0.1405], [0.2686, 1.6979, 2.2711], [-0.5367, -0.8585, -0.5590], [0.6498, -1.4785, -0.6468], [-1.9295, -1.0006, -0.7713], [0.9960, 0.0721, -0.4611], [0.5313, 0.6120, 0.3375], [-0.6228, 0.6255, -0.9296], [0.2687, 0.2992, 0.2385]]}

{"formula": "C5H13NO3", "method": "wB97M-V/def2-TZVPD", "orbital_gap_ev": 9.7, "smiles": "O=CN1CCCC1.O.O", "charge": 0, "homo_energy_ev": -9.19, "spin_multiplicity": 1, "species": ["O", "C", "N", "C", "C", "C", "C", "H", "H", "H", "H", "H", "H", "H", "H", "H", "O", "H", "H", "O", "H", "H"], "coordinates": [[0.709, 1.463, -1.589], [0.478, 1.484, -0.377], [0.530, 0.361, 0.355], [0.101, 0.248, 1.813], [-0.138, -1.222, 2.077], [0.192, -2.015, 0.766], [0.778, -1.002, -0.226], [0.141, 2.401, 0.146], [1.001, 0.588, 2.387], [-0.766, 0.905, 2.010], [-1.175, -1.512, 2.199], [0.358, -1.886, 2.882], [-0.737, -2.556, 0.483], [1.032, -2.844, 0.919], [0.191, -0.944, -1.185], [1.868, -1.224, -0.372], [-3.079, 1.341, 0.777], [-3.419, 1.972, 0.167], [-3.854, 0.997, 1.252], [1.179, -0.710, -3.117], [2.006, -0.241, -3.380], [0.712, 0.100, -2.878]], "atomic_forces_ev_per_a": [[-0.0870, 0.8951, 0.5396], [-0.3416, -1.0376, -0.7427], [-0.4336, -1.2130, 1.8636], [1.8501, 1.0236, -0.1617], [-0.0424, -3.1917, -0.0570], [1.6831, -1.3706, 0.3326], [-1.0648, 0.8486, -0.9649], [0.2567, -0.3302, 0.0247], [-0.9589, -0.0603, -0.0740], [0.4656, -0.4402, -0.1067], [-0.4281, 0.8142, 0.4385], [-0.2417, 2.2250, -0.6259], [0.8106, 0.4922, -0.4689], [-1.9171, 1.6411, -0.0930], [1.2035, -0.6666, 0.8679], [-1.0805, 0.5973, -0.2363], [0.0768, -1.0078, 1.0962], [-0.4385, 0.7860, -0.7945], [0.4139, 0.2101, -0.2877], [1.2885, 0.8448, -1.1408], [-0.4852, -1.0330, 0.0956], [-0.5293, -0.0270, 0.4952]]}

{"formula": "C7H5HoNO7", "method": "wB97M-V/def2-TZVPD", "orbital_gap_ev": [6.0, 6.2], "s_squared": 6.009, "charge": 3, "homo_energy_ev": [-21.65, -21.67], "spin_multiplicity": 5, "species": ["O", "C", "Ho", "O", "C", "C", "O", "C", "O", "C", "O", "N", "C", "C", "O", "O", "H", "H", "H", "H", "H"], "coordinates": [[-0.433, -3.516, 0.907], [0.211, -2.681, 0.527], [1.294, -1.170, -0.122], [3.498, -3.261, -0.972], [2.705, -2.510, -0.665], [2.472, 0.247, -0.803], [3.112, 1.079, -1.181], [2.176, -1.058, 1.632], [2.653, -0.967, 2.642], [0.504, -1.378, -1.908], [0.027, -1.467, -2.917], [-2.921, 1.521, 0.570], [-1.634, 2.248, 0.385], [-0.560, 1.292, -0.216], [-0.074, 1.563, -1.290], [-0.266, 0.271, 0.525], [-3.256, 1.166, -0.345], [-3.617, 2.187, 0.948], [-2.799, 0.740, 1.234], [-1.795, 3.075, -0.304], [-1.297, 2.623, 1.352]], "atomic_forces_ev_per_a": [[0.5611, 0.9071, -0.3105], [-6.9388, -10.3051, 4.0501], [-9.2758, 9.1262, 3.4947], [-2.0883, 1.8874, 0.8070], [8.7760, -7.8929, -3.3746], [7.9523, 8.4420, -4.3172], [-0.4031, -0.2379, 0.1852], [6.4990, 0.2933, 11.5300], [-0.6719, 0.0493, -1.0484], [-4.8520, -1.8788, -11.7975], [0.2564, 0.2291, 0.7732], [-0.1319, -0.0282, -0.0218], [0.8378, -0.1035, -0.5142], [-1.3632, 1.8656, 0.2808], [0.6960, -0.9036, -0.0917], [0.7191, -1.4386, 0.0452], [-0.1517, 0.1586, 0.6170], [-0.0290, -0.4170, -0.1067], [-0.3313, 0.2924, -0.2612], [-0.0086, -0.0343, 0.0671], [-0.0523, -0.0111, -0.0066]]}

{"formula": "C4H8O8SSi", "method": "wB97M-V/def2-TZVPD", "orbital_gap_ev": 6.0, "charge": -2, "homo_energy_ev": -0.34, "spin_multiplicity": 1, "species": ["C", "C", "C", "C", "O", "O", "O", "O", "O", "O", "O", "O", "Si", "S", "H", "H", "H", "H", "H", "H", "H", "H"], "coordinates": [[-3.777, 0.414, 0.351], [1.447, 1.954, -0.415], [0.566, 1.279, 0.711], [0.177, -0.178, 0.641], [-3.864, -0.168, 1.413], [-0.892, -0.627, -1.898], [-4.530, 0.926, -0.466], [-2.358, 0.426, -0.254], [-1.572, -1.943, -0.041], [2.726, -1.554, 1.212], [0.761, -2.932, 0.289], [1.832, -1.238, -1.391], [1.419, -1.433, 0.188], [-1.153, -0.601, -0.447], [0.755, 2.175, -1.225], [1.770, 3.003, -0.005], [2.131, 1.316, -0.905], [-0.388, 1.995, 0.921], [1.109, 1.509, 1.676], [3.045, -0.583, 1.252], [-0.190, -2.631, 0.351], [0.986, -1.108, -1.957]], "atomic_forces_ev_per_a": [[-0.5777, -1.4049, -0.4413], [-2.3955, 2.1551, 1.2532], [-0.8135, 2.1503, 1.2911], [-0.8515, 0.3687, -1.1918], [0.0432, 0.5013, 0.1747], [0.3759, 0.8057, 0.0392], [0.0333, 0.4169, 0.4650], [2.1216, -0.0045, -0.6886], [-0.6941, -0.0219, 0.2216], [1.2494, 3.1839, -0.3471], [-0.1469, 0.0966, 0.4453], [-0.2552, 0.3761, -1.9012], [-1.0494, -0.9879, 0.2375], [-1.1834, 0.4626, 1.3582], [-0.2002, 0.2267, -0.2525], [0.1395, -1.9343, -0.9012], [1.4721, -0.5821, 0.1232], [1.8217, -1.6408, -0.8837], [-0.1868, -0.7036, -0.6192], [-0.3795, -2.2898, 0.2218], [-0.0626, -1.0705, -0.0744], [1.5396, -0.1034, 1.4702]]}

| no. | strongest force on any atom (eV Å⁻¹) |
| --- | --- |
| 1 | 3.86 |
| 2 | 2.04 |
| 3 | 2.85 |
| 4 | 3.19 |
| 5 | 13.47 |
| 6 | 3.46 |